A single C6H11BrN4 molecule at a distorted geometry. Source: the OMol25 dataset; level of theory: ωB97M-V/def2-TZVPD.

```
22
Properties=species:S:1:pos:R:3:nbo_charge:R:1
C 0.94 -0.01 1.90 -0.63
C 0.64 0.16 0.48 -0.07
N 0.92 1.44 -0.02 -0.44
N 2.27 1.78 0.05 -0.69
C -0.71 -0.37 0.03 0.10
C -1.75 -0.88 0.73 -0.21
Br -2.18 -0.98 2.54 0.06
C -2.76 -1.23 -0.18 -0.07
N -2.33 -0.97 -1.38 -0.24
N -1.11 -0.45 -1.26 -0.14
C -0.27 -0.33 -2.47 -0.41
H 0.12 0.41 2.40 0.21
H 0.96 -1.02 2.20 0.23
H 1.81 0.58 2.10 0.21
H 1.34 -0.54 -0.09 0.18
H 0.42 2.00 0.78 0.34
H 2.70 2.04 0.89 0.34
H 2.90 1.14 -0.42 0.35
H -3.63 -1.79 0.10 0.22
H 0.17 -1.29 -2.60 0.20
H -0.91 -0.12 -3.43 0.24
H 0.47 0.45 -2.35 0.23
```

Summary:
HOMO   -8.769 eV
SMILES   C[C@H](NN)c1c(Br)cnn1C
Multiplicity   1
M   219.1 g/mol
E   -82400.48491 eV
Charge   0